# 1
{
  "formula": "C6H13N4",
  "method": "ωB97M-V/def2-TZVPD",
  "e_lumo_ev": -4.340,
  "max_force_ev_per_a": 5.688,
  "homo_ev": -13.617,
  "multiplicity": 1,
  "homo_lumo_gap_ev": 9.277,
  "charge": 1,
  "elements": ["C", "C", "C", "C", "C", "C", "N", "N", "N", "N", "H", "H", "H", "H", "H", "H", "H", "H", "H", "H", "H", "H", "H"],
  "positions_angstrom": [[1.41816, -0.51652, -0.46441], [1.02668, -1.52520, 0.59247], [-0.69260, 0.26061, -0.24666], [2.70105, -0.40553, -1.05886], [-1.60756, 0.55526, -1.35045], [-0.86233, 1.26515, 0.91810], [0.56845, 0.28477, -0.79693], [1.45066, -0.90220, 2.86113], [1.51550, -1.32350, 1.75170], [-0.82566, -1.13421, 0.38768], [1.13327, -2.48290, 0.26996], [3.38426, 0.20531, -0.37199], [2.49454, 0.18068, -1.88181], [3.23788, -1.46802, -1.16835], [-1.42138, 0.00742, -2.30971], [-1.40522, 1.60302, -1.50362], [-2.67895, 0.41951, -1.13236], [-0.34149, 2.16241, 0.77820], [-0.43352, 0.87297, 1.86857], [-1.90905, 1.55281, 0.96743], [0.58710, -0.61330, 3.24122], [-1.06060, -1.97027, -0.04917], [-1.33174, -1.11127, 1.34822]],
  "forces_ev_per_angstrom": [[0.2248, -1.2533, 1.6253], [-1.9664, 2.2415, -0.8546], [-1.0328, -1.2536, 1.8304], [4.4820, -2.6488, 2.2923], [-1.9764, -0.2678, -1.6566], [-0.2693, -1.3792, 0.3503], [-0.5231, 2.7160, -1.4333], [2.5487, -0.1501, 1.2229], [1.6742, 0.0582, 0.8663], [0.5097, 1.4850, 4.0017], [-0.2042, -3.0644, -0.7369], [-0.7697, -0.8721, -0.8124], [0.4757, 0.7464, -2.2948], [-1.1067, 2.4901, -0.3119], [0.2101, 0.3810, 0.9685], [-0.2991, 0.4338, -0.6193], [0.4015, 0.1481, 0.2337], [0.9417, 1.2577, -0.7576], [-0.6867, 0.0982, -0.5157], [-0.1330, -0.2850, 0.5287], [-2.4107, 0.4015, 0.1157], [-1.1750, -1.2202, -1.7912], [1.0846, -0.0629, -2.2516]]
}

# 2
{
  "formula": "C9H18CsNO",
  "method": "ωB97M-V/def2-TZVPD",
  "e_lumo_ev": -0.792,
  "max_force_ev_per_a": 1.173,
  "homo_ev": -5.098,
  "multiplicity": 1,
  "homo_lumo_gap_ev": 4.306,
  "charge": 0,
  "elements": ["Cs", "C", "C", "C", "C", "C", "C", "N", "O", "C", "C", "C", "H", "H", "H", "H", "H", "H", "H", "H", "H", "H", "H", "H", "H", "H", "H", "H", "H", "H"],
  "positions_angstrom": [[-21.36969, -17.30140, 8.58036], [-18.15084, -14.48875, 11.37318], [-18.36791, -15.98390, 11.59273], [-17.28084, -16.41306, 12.59873], [-17.59943, -17.73447, 13.26964], [-18.94426, -17.65003, 13.96692], [-20.09163, -17.33317, 12.97148], [-19.71641, -16.15886, 12.17732], [-20.73296, -15.86574, 11.25079], [-21.29602, -16.95720, 13.83300], [-20.38830, -18.66846, 12.23731], [-18.13618, -16.69400, 10.25694], [-17.10541, -14.23040, 11.18480], [-18.49806, -13.90651, 12.22730], [-18.72114, -14.12420, 10.51215], [-17.26114, -15.66793, 13.39588], [-16.31484, -16.53605, 12.10455], [-16.85193, -17.95853, 14.03948], [-17.63282, -18.57500, 12.57192], [-18.95008, -16.90534, 14.76496], [-19.06771, -18.62620, 14.45260], [-22.14607, -16.55614, 13.28282], [-21.02547, -16.21915, 14.59023], [-21.61180, -17.84118, 14.39966], [-21.21113, -18.62686, 11.52448], [-20.62507, -19.42667, 12.98350], [-19.50458, -18.98973, 11.68309], [-18.75368, -16.31893, 9.44530], [-18.35393, -17.76706, 10.34700], [-17.08137, -16.66796, 9.97133]],
  "forces_ev_per_angstrom": [[0.2320, 0.4787, 1.0202], [-0.4025, 0.6663, -0.5448], [-0.0638, 0.1098, 0.3794], [-0.5377, -0.7952, 0.0880], [-0.1990, 0.1849, 0.5597], [0.0156, -0.3566, -0.2502], [0.5726, -0.1327, 0.5522], [-0.0415, 0.0476, 0.0884], [0.0289, -0.4827, -1.0523], [-0.3237, -0.1606, 0.3707], [0.2503, 0.3251, -0.3325], [0.0881, -1.1690, 0.0302], [0.1061, -0.2368, 0.0406], [0.0378, -0.1978, 0.1311], [-0.0548, -0.1299, 0.0923], [0.3499, 0.1663, -0.1216], [0.0564, 0.6005, -0.0297], [0.1438, -0.0823, -0.2552], [0.2407, 0.0519, -0.1057], [0.2023, 0.1569, -0.0948], [-0.5502, 0.1426, 0.0112], [0.1576, -0.1317, -0.2570], [0.1570, 0.1561, -0.1871], [-0.1239, -0.0217, -0.1028], [-0.2091, 0.2732, 0.0567], [-0.0324, -0.0867, -0.0701], [0.0000, -0.1613, 0.0355], [0.0321, 0.3871, 0.0211], [-0.0778, 0.0521, 0.0584], [-0.0550, 0.3460, -0.1320]]
}